Density functional theory data (ωB97M-V/def2-TZVPD) for a molecular structure, C12H36AgKN8O10.

Last column: Mulliken spin population.
Positions of all 68 atoms, in Å:
Ag  2.606  -2.705  2.528  -0.021
K  0.204  4.055  0.705  -0.003
O  2.249  3.611  -3.833  0.000
O  1.528  0.155  0.863  0.416
O  -4.128  2.717  -2.510  0.000
O  2.351  4.387  4.823  0.000
O  -0.024  -5.046  3.289  0.000
O  -2.443  -2.328  -5.652  0.000
O  0.915  -1.594  -0.214  0.335
O  4.879  -4.663  -2.355  0.000
O  -1.908  3.943  4.132  0.000
O  0.940  0.405  -1.199  0.328
N  3.734  2.804  4.542  0.000
N  4.446  4.590  5.616  0.000
N  -1.070  -6.955  3.022  0.000
N  -0.930  -5.610  1.306  0.000
N  -1.848  -2.932  -3.656  0.001
N  -0.996  -1.105  -4.598  0.001
N  4.300  -6.701  -2.704  0.000
N  2.818  -5.328  -2.083  0.000
C  2.777  3.224  -5.009  0.000
C  3.480  3.978  4.940  0.000
C  -6.497  2.897  -2.623  0.000
C  -2.214  2.822  6.031  0.000
C  -2.690  2.903  4.574  0.000
C  4.337  3.128  -4.870  0.000
C  4.041  -5.488  -2.440  0.000
C  -1.821  -2.124  -4.648  0.000
C  1.097  -0.348  -0.210  -0.053
C  -5.280  2.121  -2.115  0.000
C  -2.473  1.775  3.623  0.000
C  -0.739  -5.807  2.626  0.000
H  -3.381  2.114  -2.486  0.000
H  2.036  2.778  -3.405  0.000
H  -1.683  -6.033  0.782  0.000
H  -2.536  2.037  2.567  0.000
H  5.379  4.208  5.673  0.000
H  3.030  2.371  3.962  0.000
H  4.724  2.767  -5.823  0.000
H  -3.698  3.317  4.608  0.000
H  2.511  -4.384  -1.896  0.000
H  -0.597  -0.768  -3.734  -0.001
H  -1.477  -2.589  -2.782  -0.001
H  -6.375  3.132  -3.681  0.000
H  -2.556  -3.642  -3.531  0.000
H  5.268  -6.965  -2.821  0.000
H  -0.956  -0.504  -5.408  0.000
H  -1.660  -7.352  2.305  0.000
H  -1.005  3.748  4.392  0.000
H  4.685  4.155  -4.761  0.000
H  2.341  2.331  -5.457  0.000
H  -1.514  1.259  3.647  -0.001
H  -3.227  0.994  3.727  0.000
H  4.302  5.550  5.897  0.000
H  -1.210  2.414  6.144  0.000
H  -5.329  1.966  -1.037  0.000
H  2.554  4.035  -5.702  0.000
H  -5.317  1.081  -2.440  0.000
H  -7.488  2.444  -2.584  0.000
H  -0.908  -7.203  3.988  0.000
H  -2.763  2.052  6.573  0.000
H  4.660  2.478  -4.057  0.000
H  4.305  2.172  5.084  0.000
H  2.090  -6.016  -2.210  0.000
H  -0.525  -4.788  0.880  -0.001
H  -2.423  3.600  6.766  0.000
H  3.639  -7.440  -2.896  0.000
H  -6.543  3.895  -2.187  0.000

Highest occupied orbital energy (spin up / spin down) in Eh: -0.402 / -0.402
DFT total energy in eV: -65739.2895
Spin multiplicity: 2
Relative energy (zero: lowest compared OMol25 entry of this formula, charge and spin) in kJ/mol: 342.1
Orbital gap (spin up / spin down) in eV: 5.5 / 5.6
Total charge: +1
Expectation value of S²: 0.77

Density functional theory data (ωB97M-V/def2-TZVPD) for a molecular structure, C12H36B3Cs3O6S3.

Last column: Mulliken charge in e.
Positions of all 63 atoms, in Å:
Cs  3.059  -3.119  3.781  0.913
Cs  0.701  -6.633  -1.700  0.914
Cs  -3.392  -3.565  2.676  0.940
S  -1.039  4.396  5.637  1.144
S  -2.060  -0.049  -6.712  1.005
S  3.629  4.067  -2.546  1.022
O  4.776  3.886  -1.580  -0.638
O  3.752  3.875  -4.027  -0.629
O  -2.461  4.439  5.550  -0.653
O  -1.034  -0.420  -7.698  -0.618
O  -0.260  5.392  4.937  -0.642
O  -2.066  1.175  -6.125  -0.552
C  1.537  5.414  -1.345  -0.461
C  -0.300  1.924  6.689  -0.590
C  1.036  4.039  -1.817  -0.555
C  -2.082  -1.245  -5.192  -0.793
C  -4.294  -1.649  -6.345  -0.568
C  -0.659  4.438  7.359  -0.634
C  2.690  5.730  -2.221  -0.821
C  0.149  3.054  7.657  -0.720
C  2.265  3.113  -1.884  -0.753
C  -3.112  -2.326  -5.647  -0.620
C  -0.497  2.616  5.271  -0.708
C  -3.780  -0.660  -7.362  -0.654
B  4.588  -6.933  1.592  0.050
B  0.412  -2.168  0.244  0.284
B  -1.152  -7.866  2.171  0.037
H  -0.141  5.380  7.534  0.379
H  0.520  2.687  4.885  0.343
H  0.512  3.793  -2.740  0.341
H  -0.375  -1.545  0.640  -0.313
H  -4.955  -2.444  -6.690  0.346
H  -0.296  -7.261  2.428  -0.217
H  0.762  6.169  -1.477  0.306
H  -2.331  -0.616  -4.338  0.339
H  -4.929  -1.141  -5.620  0.275
H  3.453  6.499  -2.097  0.464
H  2.014  5.433  -0.365  0.289
H  -3.450  -2.762  -4.707  0.330
H  4.085  -6.148  1.048  -0.301
H  0.135  2.658  8.672  0.392
H  -1.059  -1.450  -4.876  0.451
H  1.385  -1.715  0.359  -0.297
H  -1.662  -8.204  3.059  -0.224
H  -1.224  1.461  7.033  0.295
H  -1.914  -7.323  1.634  -0.279
H  2.093  2.173  -2.408  0.456
H  3.895  -7.239  2.360  -0.181
H  -3.848  -1.012  -8.391  0.399
H  0.431  -3.136  0.720  -0.284
H  -1.241  2.176  4.608  0.406
H  -1.643  4.442  7.829  0.329
H  0.421  1.113  6.799  0.349
H  -2.804  -3.213  -6.201  0.329
H  0.171  -2.446  -0.771  -0.311
H  -0.873  -8.765  1.644  -0.235
H  1.218  3.216  7.518  0.310
H  5.505  -6.514  1.976  -0.236
H  4.738  -7.834  1.018  -0.260
H  -4.455  0.195  -7.322  0.331
H  0.466  3.593  -1.002  0.274
H  2.305  5.969  -3.213  0.343
H  2.684  2.884  -0.905  0.361

Highest occupied orbital energy in Eh: -0.256
DFT total energy in eV: -61477.4685
Relative energy (zero: lowest compared OMol25 entry of this formula, charge and spin) in kJ/mol: 0.0
Orbital gap in eV: 5.3
Total charge: 0

Density functional theory data (ωB97M-V/def2-TZVPD) for a molecular structure, C12H36B3O6S3V.

Last column: Mulliken spin population.
Positions of all 61 atoms, in Å:
V  -30.389  -16.317  -18.867  2.810
S  -31.177  -13.351  -20.712  0.025
S  -29.894  -16.948  -22.412  0.008
S  -26.565  -15.375  -19.576  0.011
O  -29.832  -16.563  -21.014  -0.026
O  -30.714  -14.470  -19.921  0.013
O  -30.272  -12.692  -21.621  -0.001
O  -30.930  -16.179  -23.129  -0.001
O  -27.969  -15.273  -19.040  0.029
O  -26.144  -14.825  -20.880  0.001
C  -33.196  -11.718  -20.103  -0.004
C  -25.652  -17.273  -17.785  0.003
C  -31.804  -11.998  -19.581  0.005
C  -28.622  -19.371  -23.030  -0.001
C  -30.079  -18.849  -22.634  0.012
C  -27.699  -18.149  -23.059  0.002
C  -33.954  -12.847  -20.765  0.000
C  -25.539  -14.737  -18.170  0.002
C  -32.872  -13.666  -21.521  0.010
C  -28.285  -16.809  -23.247  0.002
C  -24.937  -16.007  -17.369  0.001
C  -25.945  -17.111  -19.267  0.000
B  -32.325  -17.240  -19.400  0.037
B  -30.603  -15.264  -17.025  -0.014
B  -29.222  -18.349  -18.598  -0.063
H  -31.995  -17.575  -18.429  0.013
H  -26.124  -13.885  -17.825  -0.002
H  -28.586  -16.684  -24.287  0.000
H  -30.091  -18.776  -18.122  0.020
H  -32.210  -16.177  -19.254  0.000
H  -28.513  -19.569  -24.097  0.000
H  -33.052  -14.714  -21.758  -0.003
H  -30.808  -19.031  -23.424  0.002
H  -32.860  -13.192  -22.502  0.002
H  -33.046  -11.075  -20.970  0.000
H  -27.707  -15.899  -23.087  0.000
H  -28.314  -20.153  -22.337  -0.001
H  -28.373  -19.005  -18.481  -0.002
H  -34.472  -13.422  -19.998  0.001
H  -33.354  -17.457  -19.640  -0.011
H  -30.695  -16.286  -16.691  0.010
H  -34.583  -12.447  -21.560  0.000
H  -33.775  -11.154  -19.372  0.000
H  -30.411  -19.136  -21.637  0.004
H  -27.201  -18.095  -22.091  0.001
H  -24.632  -14.358  -18.641  0.001
H  -26.923  -18.331  -23.802  0.000
H  -23.995  -16.293  -17.839  0.000
H  -31.757  -12.353  -18.551  0.001
H  -24.890  -15.810  -16.298  0.000
H  -28.977  -17.387  -18.176  -0.005
H  -26.625  -17.435  -17.320  0.000
H  -25.072  -18.183  -17.631  0.000
H  -29.654  -15.012  -17.472  0.045
H  -31.334  -15.079  -17.797  0.003
H  -25.009  -17.286  -19.798  0.001
H  -31.181  -11.104  -19.614  0.000
H  -31.629  -17.598  -20.142  0.034
H  -29.388  -18.178  -19.651  0.033
H  -26.687  -17.843  -19.587  0.001
H  -30.794  -14.546  -16.243  -0.009

Highest occupied orbital energy (spin up / spin down) in Eh: -0.083 / -0.200
DFT total energy in eV: -85525.9082
Spin multiplicity: 4
Orbital gap (spin up / spin down) in eV: 4.6 / 7.8
Total charge: -1
Expectation value of S²: 3.75